Arrangement A

{
  "formula": "C4H13NO3",
  "method": "the ωB97M-V functional and the def2-TZVPD basis",
  "elements": ["C", "C", "C", "O", "N", "C", "O", "H", "H", "H", "H", "H", "H", "H", "H", "H", "H", "H", "O", "H", "H"],
  "coordinates": [[0.234, -1.854, 0.076], [-0.194, -0.583, 0.820], [-1.727, -0.513, 0.886], [-2.284, -0.707, 2.174], [0.322, 0.629, 0.231], [1.724, 0.797, 0.092], [2.164, 0.737, -1.283], [1.272, -2.140, 0.261], [-0.368, -2.737, 0.310], [0.152, -1.683, -1.003], [0.142, -0.663, 1.847], [-2.197, -1.250, 0.256], [-2.086, 0.417, 0.482], [-1.862, -0.130, 2.827], [-0.252, 1.082, -0.474], [2.001, 1.822, 0.332], [2.227, 0.082, 0.751], [2.057, -0.171, -1.592], [-0.570, 1.942, -2.283], [0.350, 2.179, -2.447], [-1.106, 2.744, -2.263]],
  "lowdin_charge": [-0.06, -0.37, -0.22, -0.06, -0.03, -0.28, -0.07, 0.07, 0.08, 0.08, 0.13, 0.11, 0.11, 0.09, 0.08, 0.11, 0.13, 0.07, -0.06, 0.04, 0.05],
  "e_lumo_ha": 0.0267,
  "gap_ev": 9.3,
  "smiles": "C[C@H](CO)NCO.O",
  "homo_energy_ev": -8.6
}

=====

Arrangement B

{
  "formula": "C4H13NO3",
  "method": "the ωB97M-V functional and the def2-TZVPD basis",
  "elements": ["N", "C", "C", "C", "C", "O", "H", "H", "H", "H", "H", "H", "H", "H", "H", "O", "H", "H", "O", "H", "H"],
  "coordinates": [[-1.454, -0.756, 0.122], [-1.354, 0.554, 0.699], [0.004, 1.339, 0.388], [0.764, 1.005, -0.879], [1.624, -0.247, -0.927], [1.287, -1.403, -0.795], [-1.864, -0.815, -0.797], [-0.728, -1.409, 0.347], [-1.237, 0.366, 1.765], [-2.247, 1.149, 0.548], [-0.156, 2.411, 0.525], [0.615, 1.155, 1.283], [1.517, 1.798, -0.977], [0.101, 1.088, -1.742], [2.725, -0.174, -0.843], [0.668, -0.831, -5.342], [0.818, -1.638, -5.835], [0.727, -0.002, -5.834], [-1.060, 0.364, 6.318], [-1.145, 0.535, 7.259], [-0.684, -0.507, 6.181]],
  "lowdin_charge": [-0.01, -0.26, -0.19, -0.18, -0.24, 0.02, 0.07, 0.05, 0.09, 0.10, 0.10, 0.10, 0.10, 0.12, 0.12, -0.06, 0.03, 0.04, -0.06, 0.03, 0.03],
  "e_lumo_ha": 0.0311,
  "gap_ev": 9.1,
  "smiles": "NCCCC=O.O.O",
  "homo_energy_ev": -8.3
}

=====

So which one is most stable? That would be arrangement A, about 17.8 kcal/mol below the next structure.

=====

Arrangement A

{
  "formula": "C4H13NO3",
  "method": "the ωB97M-V functional and the def2-TZVPD basis",
  "elements": ["C", "C", "C", "C", "O", "N", "H", "H", "H", "H", "H", "H", "H", "H", "H", "H", "H", "O", "H", "H", "O"],
  "coordinates": [[0.242, -0.879, -1.518], [0.863, 0.516, -1.368], [-2.972, -0.194, 0.905], [-2.323, 0.742, 0.052], [-2.241, 0.603, -1.156], [2.253, 0.422, -0.996], [-0.140, -1.114, -2.519], [-0.661, -0.954, -0.925], [0.860, -1.711, -1.177], [0.314, 0.977, -0.551], [-2.841, -0.057, 1.966], [-3.692, -0.931, 0.577], [-1.955, 1.665, 0.506], [2.839, 1.195, -1.283], [0.679, 1.099, -2.261], [2.549, -1.513, 2.018], [2.243, 0.392, 0.022], [1.920, -1.231, 1.356], [1.101, -0.339, 1.659], [0.608, 0.822, 2.782], [0.355, 0.491, 1.911]],
  "lowdin_charge": [-0.10, -0.32, 0.30, -0.32, 0.07, 0.02, 0.07, 0.02, 0.07, 0.06, 0.08, 0.10, 0.13, 0.07, 0.10, -0.01, 0.04, -0.20, -0.06, 0.02, -0.15],
  "e_lumo_ha": -0.1852,
  "gap_ev": 3.2,
  "homo_energy_ev": -8.2
}

=====

Arrangement B

{
  "formula": "C4H13NO3",
  "method": "the ωB97M-V functional and the def2-TZVPD basis",
  "elements": ["C", "N", "C", "C", "C", "H", "H", "H", "H", "H", "H", "H", "O", "H", "H", "O", "H", "H", "O", "H", "H"],
  "coordinates": [[-2.654, 0.312, -0.330], [-1.669, -0.108, -1.015], [-0.407, 0.495, -0.769], [0.299, 0.581, 0.359], [1.752, 0.941, 0.320], [-2.642, 1.148, 0.360], [-3.596, -0.223, -0.452], [0.081, 0.919, -1.645], [-0.208, 0.413, 1.291], [2.183, 1.112, 1.309], [1.969, 1.864, -0.215], [2.350, 0.186, -0.199], [-2.438, -0.322, 2.515], [-3.182, 0.003, 2.001], [-1.654, 0.181, 2.731], [1.901, -0.067, -3.052], [2.139, -0.928, -2.685], [1.638, 0.391, -2.250], [1.576, -2.383, 0.249], [1.946, -2.225, 1.124], [0.614, -2.291, 0.352]],
  "lowdin_charge": [-0.06, 0.03, -0.19, -0.16, -0.11, 0.08, 0.08, 0.10, 0.07, 0.07, 0.08, 0.06, -0.06, 0.02, 0.03, -0.05, 0.04, -0.03, -0.06, 0.04, 0.04],
  "e_lumo_ha": 0.0189,
  "gap_ev": 9.7,
  "smiles": "C=N/C=C/C.O.O.O",
  "homo_energy_ev": -9.2
}

=====

So which one is most stable? That would be arrangement B, about 128.3 kcal/mol below the next structure.

=====

Arrangement A

{
  "formula": "C4H13NO3",
  "method": "the ωB97M-V functional and the def2-TZVPD basis",
  "elements": ["C", "C", "C", "N", "C", "O", "H", "H", "H", "H", "H", "H", "H", "H", "H", "O", "H", "H", "O", "H", "H"],
  "coordinates": [[-2.220, -0.630, -1.013], [-1.097, 0.382, -0.776], [-1.580, 1.554, 0.068], [0.065, -0.281, -0.140], [0.008, -0.943, 1.046], [-0.902, -0.899, 1.844], [-2.454, -1.127, -0.074], [-3.115, -0.188, -1.448], [-1.843, -1.403, -1.685], [-0.702, 0.727, -1.733], [-0.755, 2.229, 0.305], [-2.030, 1.192, 0.987], [-2.318, 2.114, -0.509], [0.759, -0.625, -0.802], [0.916, -1.536, 1.230], [2.195, 1.505, 0.519], [1.275, 1.192, 0.388], [2.434, 0.985, 1.297], [2.566, -0.952, -1.259], [2.861, -0.068, -0.977], [3.264, -1.489, -0.863]],
  "lowdin_charge": [-0.05, -0.40, -0.05, 0.01, -0.36, 0.03, 0.07, 0.08, 0.08, 0.14, 0.08, 0.08, 0.08, 0.09, 0.13, -0.07, 0.00, 0.05, -0.06, 0.04, 0.06],
  "e_lumo_ha": 0.0172,
  "gap_ev": 10.3,
  "smiles": "CC(C)NC=O.O.O",
  "homo_energy_ev": -9.8
}

=====

Arrangement B

{
  "formula": "C4H13NO3",
  "method": "the ωB97M-V functional and the def2-TZVPD basis",
  "elements": ["C", "C", "O", "O", "H", "H", "H", "H", "H", "H", "C", "C", "N", "O", "H", "H", "H", "H", "H", "H", "H"],
  "coordinates": [[-1.548, -0.683, 0.414], [-3.029, -0.639, 0.050], [-0.757, -0.411, -0.630], [-1.307, 0.260, 1.551], [-1.853, 1.041, 1.392], [0.566, 1.122, -0.868], [-1.316, -1.655, 0.891], [-3.236, -1.392, -0.710], [-3.658, -0.826, 0.922], [-3.275, 0.339, -0.373], [1.138, -1.221, -0.338], [2.655, 1.289, -0.740], [1.355, 0.852, -0.285], [1.150, 1.320, 1.026], [0.299, 0.887, 1.308], [2.782, 2.369, -0.619], [0.459, -1.997, -0.005], [1.413, -1.320, -1.379], [1.981, -1.130, 0.342], [2.759, 1.020, -1.792], [3.423, 0.777, -0.157]],
  "lowdin_charge": [-0.58, -0.04, -0.21, -0.08, 0.09, 0.13, 0.13, 0.08, 0.08, 0.08, 0.15, -0.06, -0.22, -0.04, 0.06, 0.09, 0.04, 0.06, 0.06, 0.09, 0.09],
  "e_lumo_ha": 0.0188,
  "gap_ev": 8.7,
  "homo_energy_ev": -8.2
}

=====

So which one is most stable? That would be arrangement A, about 129.9 kcal/mol below the next structure.

=====

Arrangement A

{
  "formula": "C4H10N2OS",
  "method": "the ωB97M-V functional and the def2-TZVPD basis",
  "elements": ["C", "N", "C", "C", "S", "C", "N", "O", "H", "H", "H", "H", "H", "H", "H", "H", "H", "H"],
  "coordinates": [[-2.704, -0.070, 0.997], [-1.694, 0.745, 0.318], [-0.407, 0.013, 0.240], [-0.198, -0.062, -1.270], [1.078, -1.275, -1.886], [0.733, 0.691, 1.019], [1.963, 0.081, 0.923], [0.512, 1.706, 1.634], [-3.619, 0.526, 0.995], [-2.450, -0.444, 1.984], [-2.899, -0.925, 0.327], [-1.504, 1.609, 0.819], [-0.509, -1.004, 0.610], [-1.103, -0.366, -1.810], [-0.127, 0.927, -1.736], [0.461, -2.350, -1.351], [2.609, 0.278, 1.676], [2.002, -0.762, 0.375]],
  "lowdin_charge": [-0.12, -0.09, -0.35, -0.48, 0.69, -0.49, 0.16, 0.07, 0.08, 0.08, 0.08, 0.10, 0.13, 0.07, 0.09, -0.14, 0.11, 0.02],
  "e_lumo_ha": 0.0238,
  "gap_ev": 9.9,
  "smiles": "CN[C@@H](CS)C(N)=O",
  "homo_energy_ev": -9.2
}

=====

Arrangement B

{
  "formula": "C4H10N2OS",
  "method": "the ωB97M-V functional and the def2-TZVPD basis",
  "elements": ["N", "C", "N", "C", "O", "C", "C", "S", "H", "H", "H", "H", "H", "H", "H", "H", "H", "H"],
  "coordinates": [[-3.619, -1.140, 0.300], [-2.464, -0.865, -0.530], [-1.799, 0.401, -0.299], [-0.384, 0.541, -0.334], [0.033, 1.659, -0.255], [0.540, -0.562, -0.647], [1.580, -0.601, 0.465], [3.084, 0.421, 0.538], [-3.187, -1.786, 0.917], [-3.857, -0.400, 0.988], [-2.790, -0.949, -1.601], [-1.702, -1.736, -0.384], [-2.282, 1.305, -0.293], [0.041, -1.505, -0.675], [0.961, -0.439, -1.590], [2.127, -1.591, 0.685], [1.029, -0.349, 1.412], [2.338, 1.534, 0.238]],
  "lowdin_charge": [0.00, -0.31, 0.07, -0.50, 0.06, -0.17, -0.58, 0.68, 0.04, 0.08, 0.12, 0.13, 0.15, 0.08, 0.11, 0.08, 0.08, -0.13],
  "e_lumo_ha": 0.0256,
  "gap_ev": 9.6,
  "smiles": "NCNC(=O)CCS",
  "homo_energy_ev": -8.9
}

=====

Arrangement C

{
  "formula": "C4H10N2OS",
  "method": "the ωB97M-V functional and the def2-TZVPD basis",
  "elements": ["C", "C", "C", "S", "N", "C", "N", "O", "H", "H", "H", "H", "H", "H", "H", "H", "H", "H"],
  "coordinates": [[-1.043, 0.067, 1.855], [-0.427, 0.009, 0.440], [-1.390, 0.748, -0.556], [-2.507, -0.400, -1.384], [0.875, 0.666, 0.390], [2.016, -0.099, 0.221], [3.158, 0.615, 0.602], [2.041, -1.226, -0.181], [-0.372, -0.420, 2.558], [-1.365, 1.072, 2.117], [-1.952, -0.541, 1.830], [-0.268, -1.044, 0.235], [-0.753, 1.323, -1.224], [-1.910, 1.504, 0.034], [-1.709, -1.457, -1.290], [0.958, 1.503, 0.922], [3.102, 1.603, 0.700], [4.047, 0.236, 0.347]],
  "lowdin_charge": [-0.06, -0.43, -0.53, 0.71, 0.07, -0.61, 0.14, 0.07, 0.08, 0.07, 0.08, 0.11, 0.07, 0.07, -0.15, 0.13, 0.08, 0.09],
  "e_lumo_ha": 0.0272,
  "gap_ev": 9.8,
  "smiles": "C[C@@H](CS)NC(N)=O",
  "homo_energy_ev": -9.1
}

=====

Arrangement D

{
  "formula": "C4H10N2OS",
  "method": "the ωB97M-V functional and the def2-TZVPD basis",
  "elements": ["C", "C", "C", "C", "H", "H", "H", "H", "H", "H", "H", "H", "H", "H", "N", "N", "O", "S"],
  "coordinates": [[-2.185, -0.626, 0.765], [-1.979, 0.654, -0.040], [-0.577, 0.778, -0.836], [1.642, 0.288, 0.331], [-2.470, -2.701, -0.403], [-0.367, -1.904, 0.280], [-1.930, -0.556, 2.073], [-3.519, -0.747, 0.575], [-2.367, 1.652, 0.354], [-2.723, 0.596, -0.922], [-0.470, -0.246, -1.141], [-0.498, 1.286, -1.889], [-0.400, 2.660, 0.345], [2.073, 0.995, 1.252], [-1.477, -1.650, -0.317], [0.562, 0.991, -0.049], [0.790, 2.320, 0.170], [1.959, -1.346, -0.040]],
  "lowdin_charge": [-0.31, -0.27, -0.21, -0.61, 0.20, 0.07, 0.16, 0.15, 0.10, 0.12, 0.04, 0.17, 0.27, 0.16, -0.16, -0.33, -0.09, 0.53],
  "e_lumo_ha": 0.0018,
  "gap_ev": 8.5,
  "homo_energy_ev": -8.5
}

=====

So which one is most stable? That would be arrangement C, about 16.0 kcal/mol below the next structure.

=====

Arrangement A

{
  "formula": "C4H9O2P",
  "method": "the ωB97M-V functional and the def2-TZVPD basis",
  "elements": ["C", "C", "C", "C", "O", "O", "P", "H", "H", "H", "H", "H", "H", "H", "H", "H"],
  "coordinates": [[-0.571, 0.372, -0.988], [-1.520, -0.400, -0.124], [0.158, -0.341, 1.480], [1.042, 0.274, 0.414], [-0.812, -1.147, 0.870], [1.560, 1.520, 0.627], [2.354, -0.812, -0.279], [-0.207, -0.116, -1.879], [-0.763, 1.427, -1.092], [-2.224, 0.271, 0.386], [-2.084, -1.152, -0.678], [0.722, -0.997, 2.147], [-0.319, 0.453, 2.082], [0.944, 2.081, 1.114], [2.406, -0.164, -1.508], [1.476, -1.792, -0.724]],
  "lowdin_charge": [-0.02, -0.26, -0.25, -0.63, -0.16, -0.07, 0.88, 0.06, 0.07, 0.11, 0.12, 0.13, 0.13, 0.10, -0.10, -0.10],
  "e_lumo_ha": 0.0275,
  "gap_ev": 9.0,
  "homo_energy_ev": -8.3
}

=====

Arrangement B

{
  "formula": "C4H9O2P",
  "method": "the ωB97M-V functional and the def2-TZVPD basis",
  "elements": ["O", "C", "P", "C", "C", "O", "C", "H", "H", "H", "H", "H", "H", "H", "H", "H"],
  "coordinates": [[0.869, -1.636, -0.407], [0.494, -0.330, -0.262], [1.952, 0.903, 0.150], [-0.548, -0.294, 1.044], [-1.616, 0.608, 0.487], [-1.832, 0.338, -0.820], [-0.543, 0.106, -1.376], [1.533, -1.957, 0.208], [2.695, 0.463, -0.885], [2.664, 0.051, 1.009], [-0.249, 0.306, 1.942], [-0.860, -1.267, 1.134], [-2.560, 0.596, 1.174], [-1.254, 1.635, 0.608], [-0.176, 1.070, -1.770], [-0.571, -0.592, -2.235]],
  "lowdin_charge": [-0.07, -0.67, 0.87, -0.12, -0.32, -0.10, -0.14, 0.09, -0.15, -0.12, 0.12, 0.08, 0.16, 0.11, 0.11, 0.14],
  "e_lumo_ha": 0.0294,
  "gap_ev": 10.2,
  "smiles": "O[C@]1(P)CCOC1",
  "homo_energy_ev": -9.4
}

=====

Arrangement C

{
  "formula": "C4H9O2P",
  "method": "the ωB97M-V functional and the def2-TZVPD basis",
  "elements": ["C", "C", "C", "C", "O", "O", "P", "H", "H", "H", "H", "H", "H", "H", "H", "H"],
  "coordinates": [[-0.631, -1.759, -1.203], [-0.463, 1.852, 0.348], [-0.401, -0.897, 1.384], [1.440, -0.104, -0.718], [-1.323, -0.097, -1.308], [-1.036, -2.327, -2.152], [-0.316, 0.067, -0.172], [0.076, 1.912, 1.265], [-1.400, 2.358, 0.578], [0.005, 2.301, -0.451], [-1.350, -1.398, 1.518], [-0.372, -0.113, 2.254], [0.371, -1.522, 1.272], [1.997, 0.821, -0.522], [1.479, -0.150, -1.870], [1.922, -0.944, -0.224]],
  "lowdin_charge": [-0.18, -0.16, -0.18, -0.18, -0.33, 0.06, 0.57, 0.03, 0.06, 0.01, 0.06, 0.09, -0.02, 0.04, 0.10, 0.05],
  "e_lumo_ha": 0.0268,
  "gap_ev": 9.8,
  "homo_energy_ev": -9.1
}

=====

So which one is most stable? That would be arrangement C, about 21.1 kcal/mol below the next structure.

=====

Arrangement A

{
  "formula": "C4H10FN",
  "method": "the ωB97M-V functional and the def2-TZVPD basis",
  "elements": ["C", "C", "C", "C", "N", "F", "H", "H", "H", "H", "H", "H", "H", "H", "H", "H"],
  "coordinates": [[-0.111, -0.874, 1.271], [1.227, -0.320, -0.936], [-0.022, 1.457, 0.459], [-0.047, -0.013, -0.008], [-1.130, -0.012, -0.973], [-2.382, 0.101, -0.313], [-0.127, -1.904, 0.977], [0.813, -0.521, 1.813], [-0.953, -0.680, 1.863], [0.789, -0.420, -1.936], [1.884, -1.095, -0.576], [1.762, 0.682, -0.994], [0.979, 1.849, 0.141], [-0.816, 1.998, -0.051], [-0.251, 1.460, 1.449], [-1.614, -1.708, -2.187]],
  "lowdin_charge": [-0.04, -0.02, -0.03, -0.61, 0.05, -0.12, 0.07, 0.11, 0.05, 0.06, 0.07, 0.08, 0.09, 0.08, 0.04, 0.13],
  "e_lumo_ha": [0.0026, -0.0093],
  "gap_ev": [9.9, 9.5],
  "homo_energy_ev": [-9.8, -9.7]
}

=====

Arrangement B

{
  "formula": "C4H10FN",
  "method": "the ωB97M-V functional and the def2-TZVPD basis",
  "elements": ["C", "C", "C", "N", "C", "F", "H", "H", "H", "H", "H", "H", "H", "H", "H", "H"],
  "coordinates": [[1.972, 0.535, -0.172], [0.637, 0.523, 0.513], [-0.377, -0.514, -0.013], [-0.755, -0.510, -1.385], [-1.726, -0.596, 0.719], [-2.546, 0.433, 0.293], [2.511, -0.439, 0.023], [1.859, 0.719, -1.203], [2.652, 1.396, 0.235], [0.146, 1.500, 0.397], [0.839, 0.439, 1.565], [0.114, -1.468, 0.295], [-0.008, -0.038, -1.955], [-1.576, 0.017, -1.383], [-1.559, -0.524, 1.800], [-2.182, -1.473, 0.271]],
  "lowdin_charge": [-0.12, -0.25, -0.43, 0.06, -0.17, -0.06, 0.09, 0.03, 0.11, 0.12, 0.10, 0.14, 0.10, 0.04, 0.13, 0.12],
  "e_lumo_ha": 0.0402,
  "gap_ev": 10.5,
  "smiles": "CC[C@H](N)CF",
  "homo_energy_ev": -9.5
}

=====

So which one is most stable? That would be arrangement B, about 136.0 kcal/mol below the next structure.